1.
Molecular formula: C3H3Br2F
Method: DFT, ωB97M-V with the def2-TZVPD basis set

```
9
Properties=species:S:1:pos:R:3:forces:R:3
C 0.246 0.979 -0.448 -1.875 3.101 1.340
C -0.080 -0.023 0.560 -0.269 -1.306 1.268
C 0.141 -1.314 0.332 0.129 -2.021 0.216
F 0.737 -1.660 -0.839 -0.159 0.193 0.101
Br -0.892 0.410 2.270 0.420 0.001 -1.106
Br -1.406 1.264 -1.595 0.307 0.160 0.434
H 0.456 2.032 0.044 -0.090 -2.298 -1.377
H 0.863 0.616 -1.216 1.394 -0.152 -0.409
H -0.064 -2.303 0.893 0.143 2.322 -0.467
```
Positions in Å, forces in eV/Å.

Its molecular weight is 217.86 g/mol. The value obtained for the energy above the lowest of the compared OMol25 structures with the same formula, charge and spin is 0.57 kJ/mol. Its structure (SMILES) is F/C=C(/Br)CBr. As for the frontier orbital gap: 9.859 eV.

Atom charges from the natural (NBO) analysis, given in e for atoms 1 to 6: atom 1 (C): -0.441, atom 2 (C): -0.193, atom 3 (C): 0.235, atom 4 (F): -0.340, atom 5 (Br): 0.070, atom 6 (Br): -0.057

=====

2.
Molecular formula: C3H3Br2N
Method: DFT, ωB97M-V with the def2-TZVPD basis set

```
9
Properties=species:S:1:pos:R:3:forces:R:3
C -0.414 0.281 -0.213 -0.965 2.890 -0.720
C -0.078 1.250 -1.130 -4.017 -1.436 2.114
C 0.469 -1.377 1.109 -2.263 1.444 -0.965
N 0.663 -0.477 0.237 -0.296 -0.527 0.260
Br -1.316 2.522 -1.864 0.362 -0.640 0.464
Br 1.918 -2.320 1.660 0.729 -0.988 0.760
H -1.481 0.320 0.279 2.113 -0.536 -0.952
H 0.833 1.355 -1.554 2.803 0.116 -1.035
H -0.594 -1.553 1.475 1.535 -0.323 0.074
```
Positions in Å, forces in eV/Å.

Its molecular weight is 212.87 g/mol. The value obtained for the energy above the lowest of the compared OMol25 structures with the same formula, charge and spin is 108.90 kJ/mol. Its structure (SMILES) is Br/C=C/N=C/Br. As for the frontier orbital gap: 9.150 eV.

Atom charges from the natural (NBO) analysis, given in e for atoms 1 to 6: atom 1 (C): -0.088, atom 2 (C): -0.209, atom 3 (C): -0.018, atom 4 (N): -0.440, atom 5 (Br): 0.034, atom 6 (Br): 0.126

=====

3.
Molecular formula: C3H3Br9
Method: DFT, ωB97M-V with the def2-TZVPD basis set

```
15
Properties=species:S:1:pos:R:3:forces:R:3
C 13.180 -16.508 7.342 0.700 -0.168 1.101
Br 14.583 -15.210 7.084 -0.158 0.024 -0.038
Br 12.127 -16.022 8.971 0.662 -0.641 -1.000
Br 14.136 -18.298 7.484 -1.323 1.286 -0.141
H 12.493 -16.419 6.500 0.237 -0.625 0.198
C 10.431 -12.178 6.033 0.672 -0.991 0.324
Br 11.395 -13.940 5.820 -0.602 1.303 -0.137
Br 9.393 -11.818 4.394 0.846 0.187 1.128
Br 11.698 -10.834 6.769 -0.936 -0.651 -0.952
H 9.767 -12.394 6.870 -0.132 0.260 -0.494
C 6.139 -13.541 5.527 -0.896 -0.584 0.021
Br 4.544 -13.772 4.423 0.441 -0.036 -0.086
Br 7.250 -15.221 5.404 -0.719 1.688 0.370
Br 5.453 -13.050 7.302 0.788 -0.425 -0.362
H 6.625 -12.642 5.149 0.420 -0.628 0.069
```
Positions in Å, forces in eV/Å.

Its molecular weight is 758.19 g/mol. The value obtained for the energy above the lowest of the compared OMol25 structures with the same formula, charge and spin is 89.93 kJ/mol. As for the frontier orbital gap: 9.292 eV.

Atom charges from the natural (NBO) analysis, given in e for atoms 1 to 6: atom 1 (C): -0.449, atom 2 (Br): 0.098, atom 3 (Br): 0.069, atom 4 (Br): 0.066, atom 5 (H): 0.216, atom 6 (C): -0.440

=====

4.
Molecular formula: C3H3BrClNS
Method: DFT, ωB97M-V with the def2-TZVPD basis set

```
10
Properties=species:S:1:pos:R:3:forces:R:3
C 0.976 1.559 1.047 0.369 -0.190 1.322
C -1.172 -0.313 -0.413 -2.382 0.149 -0.817
C -0.062 -0.898 -0.796 1.717 -1.162 0.847
N 0.615 1.352 2.188 2.384 1.050 -2.516
S 1.708 1.828 -0.323 -0.260 0.196 0.336
Cl -2.022 -0.615 1.144 0.938 0.335 -1.237
Br 1.047 -1.960 0.385 -0.645 0.300 -0.125
H -0.247 1.069 2.504 -2.231 -0.759 0.881
H -1.850 0.237 -1.151 1.265 -0.681 1.264
H 0.541 -0.916 -1.711 -1.155 0.763 0.044
```
Positions in Å, forces in eV/Å.

Its molecular weight is 200.49 g/mol. The value obtained for the energy above the lowest of the compared OMol25 structures with the same formula, charge and spin is 15.50 kJ/mol. Its structure (SMILES) is Cl/C=C\Br.N=C=S. As for the frontier orbital gap: 9.878 eV.

Atom charges from the natural (NBO) analysis, given in e for atoms 1 to 6: atom 1 (C): 0.247, atom 2 (C): -0.246, atom 3 (C): -0.269, atom 4 (N): -0.660, atom 5 (S): -0.003, atom 6 (Cl): -0.028

=====

5.
Molecular formula: C3H3BrF2
Method: DFT, ωB97M-V with the def2-TZVPD basis set

```
9
Properties=species:S:1:pos:R:3:forces:R:3
C 0.293 0.408 0.450 -0.236 -0.332 1.442
C 0.131 0.476 -0.794 -1.503 -0.419 -4.169
C -2.220 -1.291 -1.322 0.809 3.129 -2.029
F -3.276 -0.403 -1.400 1.147 -1.126 0.436
F -2.117 -1.831 -2.555 -0.016 -0.061 1.059
Br -2.336 -2.467 0.082 -0.120 -0.682 0.731
H 0.802 1.233 0.907 0.520 0.016 0.843
H -0.177 -0.437 0.925 -0.033 0.032 0.953
H 0.453 1.058 -1.680 -0.568 -0.559 0.733
```
Positions in Å, forces in eV/Å.

Its molecular weight is 156.96 g/mol. The value obtained for the energy above the lowest of the compared OMol25 structures with the same formula, charge and spin is 508.17 kJ/mol. As for the frontier orbital gap: 6.499 eV.

Atom charges from the natural (NBO) analysis, given in e for atoms 1 to 6: atom 1 (C): -0.536, atom 2 (C): -0.054, atom 3 (C): 0.488, atom 4 (F): -0.352, atom 5 (F): -0.336, atom 6 (Br): 0.094

=====

6.
Molecular formula: C3H3BrN2O
Method: DFT, ωB97M-V with the def2-TZVPD basis set

```
10
Properties=species:S:1:pos:R:3:forces:R:3
C -1.050 0.749 -1.207 -0.483 0.212 -0.637
C 0.214 -0.789 0.624 -2.844 -1.784 -1.583
C 1.056 0.371 0.762 0.587 0.769 0.034
N -0.843 1.850 -1.487 0.172 0.769 -0.330
N -1.177 -0.432 -0.702 2.237 -1.091 2.769
O 0.081 -1.868 1.032 0.427 0.888 -0.101
Br -2.127 -1.854 -1.365 0.140 0.280 -0.101
H 1.752 0.399 -0.082 -0.102 -0.017 0.019
H 0.478 1.291 0.730 -0.069 -0.002 -0.012
H 1.616 0.283 1.694 -0.064 -0.026 -0.057
```
Positions in Å, forces in eV/Å.

Its molecular weight is 162.97 g/mol. The value obtained for the energy above the lowest of the compared OMol25 structures with the same formula, charge and spin is 266.97 kJ/mol. As for the frontier orbital gap: 8.908 eV.

Atom charges from the natural (NBO) analysis, given in e for atoms 1 to 6: atom 1 (C): 0.380, atom 2 (C): 0.851, atom 3 (C): -0.780, atom 4 (N): -0.428, atom 5 (N): -0.735, atom 6 (O): -0.419

=====

7.
Molecular formula: C3H3BrO
Method: DFT, ωB97M-V with the def2-TZVPD basis set

```
8
Properties=species:S:1:pos:R:3:forces:R:3
C -0.808 1.031 0.909 1.229 -0.442 -3.062
C -0.543 0.047 0.064 4.127 0.908 -0.106
C 0.688 -0.465 -0.749 -2.042 -0.161 1.529
O -1.758 -0.159 0.009 -3.437 -1.192 -0.638
Br 2.027 -0.789 0.605 0.282 -0.258 -0.216
H -1.067 1.317 1.842 -0.735 0.350 2.708
H 1.014 0.368 -1.324 0.329 0.431 -0.622
H 0.447 -1.350 -1.356 0.247 0.366 0.406
```
Positions in Å, forces in eV/Å.

Its molecular weight is 134.96 g/mol. The value obtained for the energy above the lowest of the compared OMol25 structures with the same formula, charge and spin is 348.23 kJ/mol. Its structure (SMILES) is BrCC1=CO1. As for the frontier orbital gap: 9.110 eV.

Atom charges from the natural (NBO) analysis, given in e for atoms 1 to 6: atom 1 (C): -0.103, atom 2 (C): 0.355, atom 3 (C): -0.509, atom 4 (O): -0.484, atom 5 (Br): 0.035, atom 6 (H): 0.208

=====

8.
Molecular formula: C3H3BrO
Method: DFT, ωB97M-V with the def2-TZVPD basis set

```
8
Properties=species:S:1:pos:R:3:forces:R:3
C -0.783 -0.070 0.535 -0.795 0.805 -3.022
C -1.036 0.476 -0.535 0.745 -0.728 3.039
C 0.805 -2.477 0.086 -1.095 -3.123 -0.579
O 0.326 -3.508 -0.085 1.167 2.673 0.465
Br 3.049 0.226 -0.016 0.947 1.013 0.470
H -0.580 -0.797 1.276 -0.015 0.189 0.480
H 2.201 -0.718 -0.544 -0.818 -0.816 -0.443
H -1.183 1.200 -1.293 -0.137 -0.013 -0.410
```
Positions in Å, forces in eV/Å.

Its molecular weight is 134.96 g/mol. The value obtained for the energy above the lowest of the compared OMol25 structures with the same formula, charge and spin is 181.97 kJ/mol. As for the frontier orbital gap: 11.060 eV.

Atom charges from the natural (NBO) analysis, given in e for atoms 1 to 6: atom 1 (C): -0.236, atom 2 (C): -0.232, atom 3 (C): 0.505, atom 4 (O): -0.491, atom 5 (Br): -0.201, atom 6 (H): 0.229

=====

9.
Molecular formula: C3H3BrO
Method: DFT, ωB97M-V with the def2-TZVPD basis set

```
8
Properties=species:S:1:pos:R:3:forces:R:3
C -1.344 -2.369 0.222 -0.209 -1.259 0.515
C -2.761 0.354 0.859 -1.231 0.317 2.037
C -0.343 -0.225 -0.179 2.202 3.046 3.943
O -0.620 -1.467 0.126 -1.543 -2.329 -0.099
Br -3.848 0.328 -0.569 -0.307 -0.052 -0.880
H 0.140 0.213 0.753 -0.051 -0.265 -1.829
H -1.708 0.253 0.566 -0.329 -0.010 -0.680
H 0.019 -0.152 -1.112 1.468 0.552 -3.006
```
Positions in Å, forces in eV/Å.

Its molecular weight is 134.96 g/mol. The value obtained for the energy above the lowest of the compared OMol25 structures with the same formula, charge and spin is 918.43 kJ/mol. As for the frontier orbital gap (spin up / spin down): 7.135 / 7.145 eV.

Atom charges from the natural (NBO) analysis, given in e for atoms 1 to 6: atom 1 (C): 0.469, atom 2 (C): -0.309, atom 3 (C): -0.387, atom 4 (O): -0.379, atom 5 (Br): 0.114, atom 6 (H): 0.194

=====

10.
Molecular formula: C3H3BrO2S
Method: DFT, ωB97M-V with the def2-TZVPD basis set

```
10
Properties=species:S:1:pos:R:3:forces:R:3
C -0.471 -0.351 0.461 -2.469 4.993 -0.699
C -1.622 0.337 0.716 1.689 0.020 -0.775
C 0.359 0.727 -0.213 -1.475 0.409 -1.004
O -1.755 2.366 -1.188 0.959 -0.703 1.258
O -0.612 2.936 0.986 -0.687 -1.138 -1.142
S -1.026 1.945 -0.002 -0.660 0.831 0.580
Br -4.763 -0.987 -0.010 0.261 0.106 0.077
H -0.410 -1.334 0.603 1.045 -3.781 0.495
H 1.116 1.239 0.269 1.762 0.325 1.869
H 0.673 0.785 -1.245 -0.425 -1.062 -0.658
```
Positions in Å, forces in eV/Å.

Its molecular weight is 183.03 g/mol. The value obtained for the energy above the lowest of the compared OMol25 structures with the same formula, charge and spin is 364.12 kJ/mol. As for the frontier orbital gap (spin up / spin down): 8.577 / 6.810 eV.

Atom charges from the natural (NBO) analysis, given in e for atoms 1 to 6: atom 1 (C): -0.299, atom 2 (C): -0.096, atom 3 (C): -0.599, atom 4 (O): -0.867, atom 5 (O): -0.884, atom 6 (S): 2.040

=====

11.
Molecular formula: C3H3BrS
Method: DFT, ωB97M-V with the def2-TZVPD basis set

```
8
Properties=species:S:1:pos:R:3:forces:R:3
C -0.977 -1.551 -0.057 0.717 -5.122 -0.878
C -0.592 -0.320 -0.005 -0.781 2.772 0.664
C 0.538 0.692 -0.121 0.480 -3.383 2.100
S -2.379 -0.120 0.009 0.542 1.841 0.110
Br 2.313 -0.255 0.009 -0.702 0.146 -0.222
H -0.676 -2.593 -0.405 0.348 1.404 0.546
H 0.657 1.340 0.727 -0.656 0.630 -0.095
H 0.520 1.054 -1.073 0.053 1.711 -2.226
```
Positions in Å, forces in eV/Å.

As for the multiplicity: 3. Its molecular weight is 151.03 g/mol. The value obtained for the energy above the lowest of the compared OMol25 structures with the same formula, charge and spin is 151.39 kJ/mol. As for the frontier orbital gap (spin up / spin down): 6.448 / 8.644 eV.

Atom charges from the natural (NBO) analysis, given in e for atoms 1 to 6: atom 1 (C): -0.270, atom 2 (C): -0.237, atom 3 (C): -0.415, atom 4 (S): 0.268, atom 5 (Br): -0.044, atom 6 (H): 0.214

=====

12.
Molecular formula: C3H3CdO2
Method: DFT, ωB97M-V with the def2-TZVPD basis set

```
9
Properties=species:S:1:pos:R:3:forces:R:3
C 1.224 -1.027 -0.284 -0.363 1.096 0.317
C 0.118 -0.160 0.013 1.060 -0.450 -1.018
H 2.023 -0.645 -0.945 -0.435 -0.186 0.137
H 1.548 -1.773 0.462 -0.130 0.335 -0.402
H 0.389 -1.489 -0.936 0.235 -0.197 -0.105
O -0.340 1.789 -0.725 -4.554 1.071 3.595
C -1.527 2.190 0.064 6.328 -1.340 -4.610
Cd -1.374 -0.427 1.472 -0.240 -0.674 0.775
O -2.061 1.542 0.879 -1.899 0.346 1.311
```
Positions in Å, forces in eV/Å.

Its molecular weight is 183.47 g/mol. The value obtained for the energy above the lowest of the compared OMol25 structures with the same formula, charge and spin is 531.62 kJ/mol. As for the frontier orbital gap (spin up / spin down): 6.050 / 6.462 eV. As for the total charge: +1.

Atom charges from the natural (NBO) analysis, given in e for atoms 1 to 6: atom 1 (C): -0.762, atom 2 (C): -0.114, atom 3 (H): 0.292, atom 4 (H): 0.279, atom 5 (H): 0.344, atom 6 (O): -0.527

=====

Which of these has the highest molecular weight?
C3H3Br9

=====

Copy entry 5 word for word.
Molecular formula: C3H3BrF2
Method: DFT, ωB97M-V with the def2-TZVPD basis set

```
9
Properties=species:S:1:pos:R:3:forces:R:3
C 0.293 0.408 0.450 -0.236 -0.332 1.442
C 0.131 0.476 -0.794 -1.503 -0.419 -4.169
C -2.220 -1.291 -1.322 0.809 3.129 -2.029
F -3.276 -0.403 -1.400 1.147 -1.126 0.436
F -2.117 -1.831 -2.555 -0.016 -0.061 1.059
Br -2.336 -2.467 0.082 -0.120 -0.682 0.731
H 0.802 1.233 0.907 0.520 0.016 0.843
H -0.177 -0.437 0.925 -0.033 0.032 0.953
H 0.453 1.058 -1.680 -0.568 -0.559 0.733
```
Positions in Å, forces in eV/Å.

Its molecular weight is 156.96 g/mol. The value obtained for the energy above the lowest of the compared OMol25 structures with the same formula, charge and spin is 508.17 kJ/mol. As for the frontier orbital gap: 6.499 eV.

Atom charges from the natural (NBO) analysis, given in e for atoms 1 to 6: atom 1 (C): -0.536, atom 2 (C): -0.054, atom 3 (C): 0.488, atom 4 (F): -0.352, atom 5 (F): -0.336, atom 6 (Br): 0.094